Entry 1:
DFT (ωB97M-V with the def2-TZVPD basis set) results for a cluster of 16 separate species, C63H168N16O26 in total.

The calculation puts the total energy at -5332.88067 Eh. The calculation puts the largest force on an atom at 6.17 eV/Å. The value obtained for the frontier orbital gap is 7.60 eV. The HOMO energy comes out at -7.7619 eV. Its net charge is 0.

Structure (XYZ):
```
273
Properties=species:S:1:pos:R:3:mulliken_charge:R:1
O 0.56353 -3.96485 -3.79735 -0.52
O -1.82567 4.79261 1.21570 -0.38
O -2.37690 -4.09519 1.12790 -0.59
O 8.46343 -5.04769 -7.23706 -0.31
O -1.63504 -4.29005 5.07681 -0.74
O 8.16123 2.33861 -1.76150 -0.20
O 4.57560 -2.46466 -6.03770 -0.36
O 0.40820 2.24174 -2.85093 -0.92
O 6.15342 5.31010 -0.94538 -0.08
O 5.99227 -3.71823 -2.36759 -0.73
O 5.01244 2.81004 -6.19767 -0.39
O 2.09517 5.04598 -0.97231 -0.33
O -3.96827 -1.95680 -6.72669 -0.26
O 2.72256 -2.02476 1.14746 -0.03
O -4.76387 -2.31330 -2.48916 -0.39
O -2.71028 -0.09072 0.69808 0.63
O 8.54598 -0.03757 2.23575 -0.23
O -5.92770 3.21136 5.98813 -0.45
O -5.37150 -7.76561 4.07099 -0.31
O 0.27594 0.02386 4.18083 -0.62
O -2.34972 0.94904 4.48077 -0.55
O -5.39399 2.09015 -0.61710 -0.37
O -8.44353 0.38242 10.21039 -0.34
O -6.45700 -1.26088 4.50375 -0.37
O -5.20453 7.13758 -1.00739 -0.38
O 1.96988 0.11653 -2.97722 -0.56
N 4.51978 3.15098 -0.34545 1.05
N -8.16574 -1.41268 7.75181 -0.31
N -1.44011 -2.04593 5.27371 -0.14
N 5.02792 -2.70452 -0.57719 -0.25
N -2.99673 3.66098 3.63991 1.13
N -0.07683 -5.93418 -2.99915 -0.41
N -1.62481 -4.69473 -3.56168 -0.16
N 6.36021 -3.37891 -8.27352 -0.30
N -0.38065 0.37238 -0.95220 1.00
N -3.02304 -6.88571 1.86924 -0.46
N 7.19029 -2.99442 -0.73942 -0.26
N -4.41767 5.17823 1.28476 0.20
N 5.85216 -0.93813 1.48834 0.24
N -2.41077 -1.76156 -4.01697 0.50
N -1.51239 -2.89124 3.34888 0.63
N 6.33806 3.52435 -3.44769 -0.20
C 9.95302 0.05426 1.98376 -0.91
C -6.68443 -0.75627 5.83964 -0.26
C 3.72512 2.09937 -6.42875 -0.17
C -8.21896 1.81854 10.41775 -0.40
C -4.73668 -2.58287 -7.71698 -0.75
C -3.87220 3.95848 4.78478 -0.87
C 3.41174 -1.14953 2.04833 -0.49
C -1.57014 0.54448 1.25590 1.99
C 1.26396 -0.84750 -2.27481 0.17
C -3.21174 -7.95888 2.93435 -0.69
C -5.86720 2.64144 7.28738 -0.22
C 0.82446 -0.43555 -0.83003 2.59
C 4.86817 4.07609 -5.51267 -1.14
C -9.44792 0.06617 9.30247 -0.70
C 6.21371 6.74875 -0.72804 -1.04
C 1.62992 -2.69012 1.80702 -0.99
C -1.52410 -3.17920 4.62549 0.46
C 9.20985 1.86001 -0.98986 -1.06
C 5.01429 3.99232 -3.94449 0.55
C -2.63646 -2.48918 -6.40797 -0.75
C -4.69533 2.92916 0.38104 1.57
C 6.96347 -4.47401 -9.01693 -0.67
C -1.27899 4.88441 -0.02800 0.11
C -7.71569 -1.70354 6.42676 -0.98
C 8.44922 -4.68851 -8.63650 -0.66
C -1.88289 4.66443 3.66426 -1.24
C 4.93528 -3.40525 -8.18355 -0.75
C -3.75125 -5.62369 2.24406 -0.44
C 5.88946 3.19515 0.15387 -0.52
C -3.77437 -0.52524 1.59364 0.24
C 4.45812 -2.19675 -7.38396 -0.59
C -5.80829 -2.51572 -1.53514 -0.58
C 6.60915 2.14069 -3.66840 1.07
C -3.67288 -4.60154 1.19404 -0.07
C 9.65259 -4.76506 -6.55434 -0.73
C -4.83183 7.58342 -2.36225 -0.74
C -2.11485 -3.59562 -0.21605 -0.27
C -6.68621 1.70787 -0.27991 -0.64
C 6.34492 4.60743 0.27573 -1.14
C -8.85909 -0.14372 7.91503 0.03
C 4.17936 -1.41841 -5.18445 -0.47
C -1.84809 -1.59720 -5.39937 -0.70
C -4.92307 2.82479 5.03857 -0.18
C -4.13192 -1.05060 -2.36026 1.16
C -5.50763 -2.35610 4.49004 -0.26
C 7.89208 1.65416 -3.02967 -1.25
C -3.45160 -0.73417 -3.64142 -1.42
C 8.01086 -1.32120 2.56111 -0.86
C 6.05651 -3.16857 -1.30691 0.41
C -4.21936 7.27159 0.00592 -0.56
C 4.55233 -0.28497 1.48835 -0.42
C 6.49302 -1.16672 2.75299 -0.72
C 3.55691 3.65168 0.63990 -1.22
C -0.32943 -4.76817 -3.49285 0.63
C -1.04872 4.58010 2.36764 0.00
C -5.10972 4.40415 0.27163 -0.73
C 3.22043 0.47188 -2.37775 1.30
C -0.73322 1.25744 0.15228 0.27
C -6.72817 -8.17948 4.09166 -0.85
C -4.75271 6.55937 1.28421 -1.00
C -4.63196 -8.44036 3.15232 -0.68
C 2.20990 6.36960 -0.29963 -0.44
C 2.16168 3.93500 -0.07062 0.84
H -2.90623 -3.43348 -5.93509 0.30
H -3.38168 -1.01153 -1.57049 -0.71
H -4.83501 -0.26840 -2.07404 0.23
H 6.12930 -2.07868 3.22644 0.40
H -5.82032 6.74226 1.40609 0.61
H -6.61334 -1.79858 -1.69543 0.32
H -0.76430 -6.66280 -2.87029 0.14
H -4.96871 -3.59036 -7.37167 0.30
H -9.08815 2.38852 10.74600 0.33
H -1.33876 -1.93024 3.09115 -0.56
H 0.50601 -1.34884 -0.32742 -1.28
H 0.77811 0.81054 3.96826 0.31
H -5.93729 -3.27340 4.89258 0.34
H -2.85677 0.17850 -3.60534 0.51
H -4.37557 -3.79001 1.38310 -0.39
H 5.96367 2.73387 1.13867 0.41
H -10.25510 0.77590 9.12126 0.38
H 10.48943 0.03596 2.93246 0.35
H -0.85266 -2.00764 -5.22975 0.41
H -6.58196 1.04775 0.58118 0.16
H -1.33130 2.13176 -0.10457 -0.70
H -4.11671 7.08338 1.99767 0.35
H -0.63710 0.27888 4.04837 0.25
H 5.42092 7.16412 -0.10590 0.34
H -4.56205 1.79683 5.07112 0.27
H 3.96821 4.51809 -5.94020 0.45
H 9.43612 2.38676 -0.06281 0.22
H 2.01799 -1.62202 -2.13466 0.28
H 3.80716 -0.38311 -2.04181 0.43
H -6.26549 -3.47007 -1.79641 0.27
H 1.65280 0.01306 -0.28167 -0.37
H 6.03168 7.17729 -1.71360 0.27
H 10.33512 0.97651 1.54608 0.24
H -2.66060 -7.74080 3.84911 0.35
H 0.89241 -6.12926 -2.79271 0.24
H 3.06110 2.51999 -7.18390 0.43
H -4.78849 -5.92255 2.39550 0.32
H -7.54467 1.91803 11.26836 0.25
H 4.17946 -0.00705 0.50254 -0.29
H -4.85378 2.54463 7.67688 0.28
H -4.71327 -0.74066 1.08360 0.16
H -0.40641 5.46034 2.39425 0.39
H -5.18328 -2.58683 3.47532 -0.33
H -0.41569 3.69542 2.29901 -0.01
H 8.48912 -1.75097 3.44125 0.52
H 1.09437 -3.34408 1.11881 0.29
H 6.71334 2.00276 -4.74461 0.64
H -3.42675 5.06538 1.12519 -0.19
H -4.86707 2.51102 1.37288 -0.08
H -6.47354 3.17609 8.01855 0.18
H -9.59870 -0.08718 7.11635 0.43
H -0.02964 1.82247 -2.11016 0.23
H -3.97544 6.98099 -2.66523 0.28
H 6.76685 -3.23189 -7.36076 0.26
H -5.47705 -2.59422 -0.49966 0.05
H -4.83127 4.75470 -0.72218 0.35
H 1.93202 7.11992 -1.03984 0.32
H 10.32271 -0.86000 1.51949 0.38
H -3.42681 -1.30325 2.27336 -0.54
H -3.36952 -5.21661 3.18036 0.15
H -1.18211 -0.24097 -0.91264 -0.61
H -4.63747 -2.14931 5.11306 0.39
H -1.26255 4.49112 4.54360 0.49
H 7.13134 -2.43034 0.09631 0.13
H 4.18186 3.47287 -3.46979 -0.35
H -2.67048 -8.79135 2.48473 0.46
H -4.08622 8.34494 0.14114 0.66
H 3.11026 1.15362 -1.53443 -0.37
H -4.35877 8.55492 -2.21905 0.33
H -2.05740 4.84086 -0.78977 0.36
H -2.17890 -5.47333 -3.23475 0.16
H -3.52660 3.81532 2.79401 -0.52
H 4.39382 3.64877 -1.21518 -0.10
H -3.28179 4.13757 5.68335 0.53
H -0.48778 4.14762 -0.16662 -0.47
H 7.38047 4.57038 0.61393 0.60
H 4.61139 0.61729 2.09707 0.42
H 9.57865 -4.76794 -5.46685 0.25
H 10.07716 2.15416 -1.58092 0.42
H -5.81514 -0.59287 6.47660 0.29
H 6.48056 -5.41321 -8.74714 0.33
H -7.03053 0.25566 5.62917 0.36
H 1.12602 1.64857 -3.07249 0.34
H -7.19178 -7.83753 5.01699 0.26
H -5.26621 -8.53025 2.27042 0.39
H -3.62698 2.89398 0.16776 -1.14
H 3.77299 1.00372 -3.15229 -1.28
H -5.36897 2.89596 4.04650 -0.04
H 1.55278 4.01523 0.82988 0.00
H -7.17796 1.15665 -1.08143 0.25
H 3.22771 6.52622 0.05764 -0.05
H -1.05815 -0.19873 1.86714 -0.81
H 0.43378 -1.27396 -2.83786 -1.14
H -6.98123 -9.23563 4.18435 0.35
H 0.86109 -1.99677 2.14802 0.43
H 7.99690 -3.55605 -0.97194 0.20
H 3.97094 4.57318 1.04916 0.55
H -4.60362 -9.44764 3.56788 0.49
H 3.79845 -1.83966 -4.25409 0.23
H -0.73649 5.82981 -0.03099 0.13
H -1.81426 1.37352 1.92013 -0.97
H 1.53087 6.45433 0.54880 0.19
H -5.65528 -2.01032 -7.84528 0.21
H 3.11019 2.09047 -5.52881 0.05
H -4.22156 -0.79094 -4.41086 0.44
H -1.22603 -1.15832 4.84194 -0.07
H 8.17992 -2.09744 1.81482 0.31
H -1.94720 -4.46666 -0.84952 0.75
H -7.33575 2.57701 -0.17588 0.34
H -1.59434 -1.64059 -3.43482 -0.45
H -7.82496 2.24649 9.49596 0.00
H 3.38488 -2.09038 -7.54193 0.48
H 8.94544 -5.46200 -9.22265 0.44
H 3.54547 2.91628 1.44437 0.40
H -6.18536 4.55569 0.36182 0.52
H 4.84180 4.99127 -3.54394 0.42
H -9.91960 -0.83997 9.68264 0.35
H -6.22312 1.61806 7.16854 -0.10
H 3.71388 -1.64323 2.97196 0.70
H -4.08210 -5.00066 0.26594 0.54
H -1.74238 -2.14841 6.23194 0.23
H 5.68037 4.69233 -5.89825 0.39
H 4.09183 -2.76292 -0.95192 -0.01
H 3.30330 -0.86473 -5.52215 0.21
H 0.10928 1.64642 0.72410 -0.04
H -1.20350 -2.99772 -0.20833 -0.62
H 4.55280 -3.39748 -9.20421 0.37
H 5.85351 5.11631 1.10499 0.57
H -2.31896 5.66221 3.61545 0.32
H 6.73167 -4.39413 -10.07901 0.37
H 8.92718 -3.71286 -8.72473 0.38
H 9.20468 0.78063 -0.83811 0.43
H 6.52107 -0.37447 0.98342 0.07
H 6.29495 -0.29169 3.37200 0.36
H -4.33778 4.92895 4.61302 0.40
H 5.18267 -2.22491 0.29810 0.35
H 3.87615 1.05576 -6.70475 -0.09
H 4.67033 -4.34518 -7.69940 0.41
H -4.10262 0.34642 2.15981 -0.17
H -8.22333 0.71498 7.69927 -0.15
H -7.26144 -7.73970 3.24886 0.35
H 7.20184 6.97246 -0.32597 0.33
H 6.53610 2.60925 -0.49933 -0.13
H -3.23037 6.88426 -0.23900 0.23
H 5.83115 1.44957 -3.34408 -0.89
H -8.49701 -1.80168 5.67310 0.36
H -1.78798 -3.59133 2.67507 0.26
H 6.40130 3.59875 -2.44242 -0.19
H 4.99207 -0.71108 -5.01923 0.22
H -2.10126 -3.87615 -3.91243 -0.11
H -2.85001 -2.94732 -0.69286 0.16
H -2.65016 1.73974 4.03270 -0.11
H 7.81430 0.57196 -2.92536 0.48
H 4.92756 -1.27791 -7.73532 0.27
H 8.72470 1.83991 -3.70814 0.39
H -4.11989 -2.63014 -8.61445 0.29
H 2.65693 -0.48519 2.46905 0.23
H -8.84784 -2.14983 7.85885 0.26
H -2.01609 -2.70175 -7.27863 0.50
H 2.04695 -3.37974 2.54093 0.48
H -2.09096 1.25036 5.35168 0.35
H -5.68013 7.42280 -3.02759 0.24
H 9.88398 -3.72617 -6.78943 0.31
H -1.87468 -0.56611 -5.75182 0.55
H -2.03555 -6.73023 1.72506 0.25
H 1.74794 3.03302 -0.52156 -0.55
H 10.44275 -5.42664 -6.90938 0.30
H -7.25847 -2.68645 6.54049 0.37
```

---

Entry 2:
DFT (ωB97M-V with the def2-TZVPD basis set) results for a structure of composition C63H41N9O2Sc.

The calculation puts the total energy at -3829.25099 Eh. The calculation puts the largest force on an atom at 1.65 eV/Å. The value obtained for the frontier orbital gap is 5.15 eV. The value obtained for the energy above the lowest of the compared OMol25 structures with the same formula, charge and spin is 361.91 kJ/mol. The HOMO energy comes out at -8.8542 eV. Its net charge is +1.

Structure (XYZ):
```
116
Properties=species:S:1:pos:R:3:mulliken_charge:R:1
Sc -1.05030 -0.16640 0.12770 0.20
O 5.45940 0.54110 -3.54420 -0.60
O 6.86730 -0.03410 -2.02240 -0.61
N -1.69960 -1.98520 -0.71510 0.35
N 1.55640 -0.53100 1.20530 1.06
N -2.96450 1.59820 2.44270 -0.52
N -2.95920 0.67050 -0.89440 0.42
N -0.15570 1.58440 -1.78380 1.05
N 0.53280 3.61720 -2.38930 -0.07
N -1.03830 -1.46300 2.01750 0.62
N 1.01000 -0.86970 -1.42680 1.36
N 5.74180 0.11060 -2.44490 1.04
C 4.21190 -0.49340 2.13080 -0.94
C 3.93370 -0.44280 0.75110 1.23
C -4.43270 4.64510 1.56210 -0.31
C -0.28800 -3.26110 3.23080 -1.60
C -3.17070 -1.18460 5.63080 -0.23
C 2.28290 -0.60380 -1.07530 -0.86
C 3.15730 -0.59220 3.00250 -1.55
C -4.27180 -1.76950 -3.43720 -0.11
C -1.21040 2.30180 1.15570 -1.23
C -1.03640 -3.16230 -0.45890 0.57
C -5.43020 5.55290 1.85270 -0.83
C -3.83810 -2.13760 -4.70590 0.07
C 0.24130 -7.18990 1.10750 -0.88
C 1.62620 -7.21220 1.09430 -0.51
C -1.83410 1.03520 2.91090 0.57
C -3.07710 1.22210 5.52700 -0.45
C 4.65660 -0.21570 -1.54700 -0.32
C -1.87160 -0.06430 3.82060 0.46
C -1.27190 -4.08670 -1.53470 -1.70
C 0.75150 -1.08140 -2.70580 -0.26
C -6.09320 -2.65380 -5.35660 -0.47
C 4.95100 -0.26840 -0.21600 -0.63
C -0.68920 1.48010 2.15890 -1.30
C -2.69510 -0.02140 5.00520 0.84
C -3.94940 -1.10040 6.76750 -0.93
C -1.57090 1.18860 -3.85210 0.53
C 2.57980 -0.51600 0.33420 -0.67
C -2.62690 2.29900 1.35870 0.42
C -1.72810 3.14200 -5.27950 -0.79
C -5.62830 -1.87280 -3.13780 0.12
C -6.98800 4.28730 0.53910 -0.90
C 1.85450 -0.58170 2.49280 -0.03
C 0.61560 2.60550 -1.49840 -1.48
C -0.85920 3.86320 -4.48760 -1.14
C -1.21370 -1.22220 3.36700 -0.01
C -2.15870 -3.50220 -2.37500 -1.42
C -0.75320 1.92050 -2.99340 0.05
C -3.61980 2.65490 0.37540 0.16
C -6.52990 -2.31710 -4.08660 -1.03
C -3.54900 0.04820 -1.95240 1.10
C -0.43820 -5.98930 0.99830 0.24
C -0.41860 -3.48780 0.74530 1.07
C 0.26600 -4.79780 0.86790 -1.15
C 3.00140 -0.65580 -3.38140 -1.07
C -4.69060 3.56710 0.70960 0.38
C -2.42640 -2.18530 -1.85540 0.80
C -0.52980 -2.72380 1.92560 0.71
C 3.32800 -0.46880 -2.02640 1.07
C 2.33350 -6.02690 0.97720 -0.81
C -2.05430 1.81620 -4.98130 -0.84
C -4.44240 0.95020 -2.63400 -1.58
C -3.85750 1.29640 6.66070 -0.80
C -0.35500 3.22390 -3.36140 0.32
C -4.74540 -2.56530 -5.66070 -1.07
C -0.73740 -2.33730 4.12420 -1.58
C 1.70960 -0.98580 -3.71390 -1.53
C -4.28640 0.13780 7.29270 -0.40
C -5.99270 3.38270 0.23460 -0.27
C -4.45990 2.10160 -1.92630 -1.90
C -3.34810 -1.27890 -2.38700 0.37
C -3.60300 1.90130 -0.79030 0.02
C 1.65570 -4.82660 0.86910 -0.04
C -6.70500 5.38960 1.32970 -0.44
H -1.82320 0.16600 -3.63380 0.02
H -4.97730 3.01240 -2.15790 0.93
H -0.26360 -1.36270 -2.95170 0.13
H 1.44130 -1.17520 -4.74150 0.59
H -4.31200 -2.00190 7.24240 0.41
H -4.40290 -2.82160 -6.65190 0.42
H -3.43960 4.75880 1.97270 0.46
H -6.80130 -2.98920 -6.09890 0.42
H -0.59120 4.87930 -4.73080 0.47
H -4.97460 0.72830 -3.53740 0.80
H -1.51780 -5.96860 1.02650 0.52
H -2.70930 1.27560 -5.64950 0.55
H 2.20140 -3.89740 0.78070 0.52
H -2.78820 -2.07170 -4.95810 0.52
H -4.89380 0.19970 8.18180 0.41
H 1.26420 2.65580 -0.64110 0.76
H 2.15190 -8.15030 1.18000 0.40
H -0.69330 -2.38400 5.19490 0.94
H -5.97420 -1.60500 -2.15110 0.49
H 0.33190 1.48330 2.52010 1.06
H 1.05760 4.47670 -2.37480 0.27
H -7.99000 4.11310 0.17700 0.42
H -4.14210 2.25510 7.06330 0.41
H -6.22310 2.49570 -0.33220 0.55
H -7.57540 -2.39660 -3.83020 0.44
H 3.31010 -0.65390 4.06890 0.57
H 5.23350 -0.45190 2.48100 0.49
H -0.31940 -8.10790 1.20640 0.42
H -7.48410 6.10060 1.55990 0.41
H 5.97420 -0.14630 0.10850 0.60
H 1.02210 -0.61720 3.18110 0.37
H -5.22020 6.38630 2.50380 0.41
H -2.96210 -2.15040 5.19890 0.52
H -2.59340 -3.92020 -3.26150 0.73
H 0.12530 -4.23070 3.43280 0.64
H 3.41290 -6.03480 0.97360 0.43
H -0.68630 3.04510 0.57370 1.08
H 3.75190 -0.56080 -4.15070 0.59
H -2.75370 2.11800 5.01780 0.41
H -2.16540 3.60690 -6.14900 0.43
H -0.84770 -5.06870 -1.59640 0.71
```